[1]
28
Properties=species:S:1:pos:R:3:forces:R:3:nbo_charge:R:1 method="wB97M-V/def2-TZVPD" lumo_energy_ev=0.80 multiplicity=1 orbital_gap_ha=0.32075 homo_ev=-7.9 smiles=Cc1c[nH]c2ccccc12.CCO charge=0
C -0.21466 2.48284 -0.43769 0.062 0.078 0.218 -0.63
C 1.85660 1.27993 0.57002 -0.166 0.269 -1.070 -0.04
C 0.53433 1.54196 0.44953 -0.691 -0.136 -0.049 -0.09
C 0.86906 -0.06486 2.03517 -0.789 -0.300 0.168 0.14
C -0.13823 0.66871 1.37892 0.712 -0.156 0.506 -0.10
C 0.54442 -0.97279 3.04350 0.676 -0.016 0.220 -0.24
C -1.46922 0.43255 1.71655 -0.474 0.225 -0.361 -0.18
C -0.77754 -1.16232 3.37578 -0.360 0.287 0.083 -0.21
C -1.80656 -0.49018 2.68479 0.757 0.004 -0.251 -0.24
N 2.08598 0.32871 1.53919 0.575 -0.211 -0.131 -0.53
H 2.61685 1.64658 -0.10618 0.266 -0.030 0.416 0.21
H 2.89760 -0.27065 1.49824 -0.144 0.173 0.284 0.41
H 0.24757 2.65767 -1.40814 0.057 -0.063 0.014 0.22
H -0.35531 3.44219 0.05418 0.078 0.239 0.008 0.22
H 1.34905 -1.47115 3.58188 -0.236 -0.015 0.007 0.21
H -2.23373 0.98356 1.18057 -0.143 -0.078 0.082 0.21
H -1.03898 -1.74877 4.24588 0.061 -0.347 -0.163 0.21
H -2.83951 -0.72725 2.87018 -0.174 0.113 0.242 0.21
H -1.21851 2.08998 -0.57890 -0.067 -0.071 -0.283 0.22
C -0.54042 -1.02242 -2.54901 0.006 -0.343 -1.345 -0.06
C 0.72097 -1.01129 -3.41594 -0.505 0.359 0.155 -0.64
O -1.64786 -1.69768 -3.16246 0.132 -0.051 0.056 -0.73
H -0.27531 -1.48070 -1.60096 -0.297 0.170 0.406 0.16
H -0.92197 -0.01322 -2.48290 0.179 0.308 0.714 0.18
H 0.57900 -0.42519 -4.32890 -0.086 -0.278 -0.011 0.21
H -1.34296 -2.46401 -3.65546 0.133 -0.057 0.091 0.46
H 1.02647 -2.03271 -3.65443 0.161 0.112 -0.024 0.20
H 1.49289 -0.49948 -2.84338 0.278 -0.183 0.016 0.21

***

[2]
30
Properties=species:S:1:pos:R:3:forces:R:3:nbo_charge:R:1 method="wB97M-V/def2-TZVPD" lumo_energy_ev="0.42 / 0.39" multiplicity=1 orbital_gap_ha="0.30376 / 0.31886" homo_ev="-7.8 / -8.3" charge=0
C -2.52210 -0.62829 2.66288 0.347 2.189 -4.708 -0.21
C -3.10664 0.12643 1.54336 2.922 -2.178 0.945 -0.18
C -1.20926 -1.07160 2.62297 -1.252 -0.622 1.074 -0.20
C -2.26081 0.32627 0.44437 -0.507 2.126 -0.799 -0.34
C -0.44921 -0.92570 1.49474 1.621 0.223 0.011 -0.34
C -1.00328 -0.18043 0.51667 2.274 0.731 -2.087 0.21
C 4.32141 0.20451 2.35426 -0.004 0.031 -0.492 1.02
C 1.37684 1.92506 0.39429 0.750 0.542 2.465 -0.61
C 2.79541 0.96647 -1.57950 -3.099 1.655 -0.465 -0.61
C -0.36911 -1.71798 -1.76072 -1.003 1.885 -1.272 -0.25
C 1.74247 0.74286 -0.46382 -0.836 0.375 -0.936 -0.13
N 0.46784 0.41991 -1.11845 -2.159 -1.197 1.050 -0.06
O 4.88341 1.17468 2.45635 2.028 3.494 0.775 -0.50
O 3.76365 -0.75511 2.15783 -2.050 -3.521 -0.291 -0.51
O 0.63360 -0.75482 -1.89874 1.775 0.783 0.757 -0.44
H -3.15279 -0.90556 3.39024 -1.960 -0.750 2.918 0.20
H -4.12589 0.38345 1.46606 -0.976 0.438 0.377 0.22
H -0.85749 -1.61888 3.48603 0.236 -0.086 0.009 0.22
H -2.46089 1.05522 -0.41513 -0.167 -1.358 1.203 0.25
H 0.60000 -1.26401 1.45150 -0.614 0.092 -0.010 0.23
H 0.52329 1.69310 1.09573 0.693 0.175 -1.081 0.23
H 2.18987 2.23321 1.13279 -0.567 -0.448 -1.147 0.20
H 1.15142 2.79225 -0.19035 -0.318 0.532 -0.375 0.22
H 2.22508 1.36526 -2.46901 0.584 0.251 0.945 0.22
H 3.15049 0.09203 -1.99380 1.130 -2.117 -0.240 0.22
H 3.54114 1.65347 -1.28200 0.932 0.609 0.264 0.21
H -1.22238 -1.15393 -1.31975 -0.216 -0.853 -1.443 0.20
H -0.17391 -2.43469 -1.02388 0.873 -1.437 1.026 0.16
H -0.38601 -2.12392 -2.79246 -0.949 -0.163 0.800 0.20
H 2.04620 -0.02963 0.18457 0.512 -1.401 0.727 0.18

***

[3]
29
Properties=species:S:1:pos:R:3:forces:R:3:nbo_charge:R:1 method="wB97M-V/def2-TZVPD" lumo_energy_ev=2.87 multiplicity=1 orbital_gap_ha=0.15766 homo_ev=-1.4 charge=-1
C 0.98917 -3.48123 -2.60110 -0.708 0.289 -0.085 -0.39
C 0.59481 -2.70258 -3.72735 0.071 0.101 -0.316 -0.33
C -0.77202 -2.37274 -3.58401 0.684 0.238 -0.348 -0.36
C -1.24330 -2.95444 -2.39259 0.216 -0.191 0.877 -0.36
C -0.16192 -3.63396 -1.77169 -0.174 0.066 -0.921 -0.36
Pb 1.53765 -0.99352 -0.79968 -2.171 -1.131 -1.400 -0.11
P 3.62133 -0.10124 0.21629 1.038 0.245 0.201 -0.04
H 1.94286 -3.97536 -2.47316 0.029 -0.022 0.045 0.20
H 1.24788 -2.43107 -4.57974 -0.483 -0.080 0.691 0.19
H -1.32552 -1.69412 -4.23152 0.057 -0.251 0.064 0.18
H -0.22617 -4.28540 -0.91811 0.011 0.073 0.328 0.19
H -2.26215 -2.87638 -1.98965 0.447 -0.066 -0.214 0.18
H 3.56111 1.33507 0.32903 0.549 -0.525 0.503 -0.01
H 4.91291 -0.40316 -0.39369 -0.549 0.359 0.890 0.02
H 3.69052 -0.56725 1.57708 1.053 0.785 -0.311 -0.05
N -0.62650 0.59811 0.34342 -0.449 0.740 0.640 -0.81
C -0.82518 1.57076 1.37365 -0.267 -0.579 -0.727 0.19
C -1.42256 1.18945 2.59087 -0.177 0.498 0.114 -0.27
C -1.81774 2.18099 3.50159 0.398 0.238 -0.299 -0.19
C -1.55797 3.54323 3.24491 -0.078 -0.330 -0.305 -0.27
C -0.87597 3.89511 2.06505 0.005 -0.453 0.200 -0.19
C -0.48416 2.91484 1.13686 -0.323 0.229 0.456 -0.28
H -1.21815 -0.22787 0.45551 0.404 0.326 -0.072 0.40
H -0.75400 0.98606 -0.59170 0.170 -0.217 0.360 0.40
H -1.63514 0.12741 2.79172 0.095 0.608 -0.181 0.22
H -2.34218 1.89628 4.41732 0.193 0.056 -0.287 0.21
H -1.92654 4.31992 3.93363 0.325 -0.470 -0.372 0.21
H -0.65883 4.94787 1.86711 -0.038 -0.347 0.016 0.21
H 0.03778 3.19524 0.20995 -0.327 -0.189 0.453 0.22

***

[4]
29
Properties=species:S:1:pos:R:3:forces:R:3:lowdin_spin:R:1 method="wB97M-V/def2-TZVPD" lumo_energy_ev="0.69 / -2.41" multiplicity=5 orbital_gap_ha="0.19367 / 0.22515" homo_ev="-4.6 / -8.5" charge=0
C -2.74448 -1.52476 -1.41483 -3.197 -0.526 -1.268 0.11
C -2.74198 -0.90793 -2.74901 -2.697 -1.363 -1.220 0.10
C -1.58951 -1.40520 -3.43213 0.185 -0.639 -2.190 0.08
C -0.76423 -2.19011 -2.54784 -1.691 -1.891 -0.895 0.11
C -1.63009 -2.38388 -1.36800 1.161 -2.474 0.548 0.12
Rh -1.14996 -0.44527 -1.74467 5.066 8.080 4.598 1.26
P -1.44899 0.55045 0.80279 -0.051 0.415 -0.820 0.08
H -3.43135 -1.16927 -0.63071 0.246 -1.053 -0.420 0.01
H -3.52778 -0.33294 -3.26081 0.433 -0.238 0.612 0.02
H -1.39698 -1.28088 -4.49237 0.158 0.389 0.220 0.01
H -1.46760 -3.13598 -0.61126 0.351 0.346 0.403 0.01
H 0.26726 -2.43218 -2.79993 -0.556 -0.837 0.280 0.02
H -0.96030 -0.02693 2.00224 -0.016 0.124 -0.162 0.02
H -2.74911 0.87545 1.27806 0.276 -0.033 -0.056 0.00
H -0.86321 1.83707 0.93257 -0.197 -0.207 0.302 0.01
N 1.26338 -0.60792 -0.17324 1.364 0.924 1.449 0.27
C 1.67453 0.38077 0.76392 -0.579 0.847 -3.639 0.38
C 1.64749 0.04908 2.14809 0.044 -1.113 3.295 0.43
C 2.01380 1.00034 3.11190 -0.035 -0.005 -0.188 0.05
C 2.32224 2.29917 2.72272 -0.020 -1.468 3.136 0.39
C 2.25702 2.67800 1.37089 -0.519 0.362 -4.009 0.35
C 1.88986 1.72805 0.40126 0.453 0.701 0.235 0.06
H 1.24634 -1.54001 0.23123 -0.044 0.131 -0.273 0.01
H 1.73250 -0.57389 -1.07341 -0.279 0.017 0.044 0.03
H 1.34039 -0.95506 2.43524 0.109 0.201 0.075 0.03
H 2.01858 0.72028 4.17102 0.004 0.141 -0.461 -0.01
H 2.54169 3.04514 3.47907 0.047 -0.131 -0.033 0.02
H 2.47565 3.71325 1.09729 -0.172 -0.476 -0.082 0.02
H 1.77484 2.03517 -0.65007 0.157 -0.224 0.520 0.00

***

[5]
30
Properties=species:S:1:pos:R:3:forces:R:3:nbo_charge:R:1 method="wB97M-V/def2-TZVPD" lumo_energy_ev=0.60 multiplicity=1 orbital_gap_ha=0.35672 homo_ev=-9.1 smiles="O=[P@]1(C2CCCC2)[C@@]2(O)C=C[C@]1(O)C=C2" charge=0
C -0.42360 -2.78809 -1.64585 1.193 1.233 2.699 -0.21
C 0.86592 -2.91589 -1.32569 0.415 -0.223 -2.045 -0.18
C -0.71593 -2.06040 0.66644 0.136 -0.644 -0.171 -0.23
C 0.56449 -2.10491 0.93475 2.716 -0.784 0.345 -0.24
C -0.79069 3.22978 0.28524 2.613 -1.126 -0.776 -0.39
C 0.29467 2.91183 1.37749 0.804 2.266 1.031 -0.42
C -1.09304 1.76852 -0.29734 -0.274 2.961 -2.038 -0.45
C 1.03184 1.73672 0.83309 -1.165 -0.967 -3.705 -0.41
C -0.21581 0.87417 0.43379 1.941 -2.724 0.780 -0.56
C -1.05812 -1.78167 -0.73930 -0.469 1.173 0.117 -0.10
C 1.35769 -1.87849 -0.35818 -1.856 -0.166 0.307 -0.09
O 0.59739 0.13677 -2.19341 0.351 1.255 -0.852 -1.07
O -2.46363 -1.54169 -0.87699 1.176 -1.410 -1.352 -0.69
O 2.70961 -1.74399 -0.37128 0.605 -0.202 -1.290 -0.68
P 0.27802 -0.37037 -0.86633 -0.898 -1.949 0.306 1.89
H -0.99026 -3.53779 -2.02791 -1.587 -1.778 -1.862 0.22
H 1.51283 -3.65743 -1.85907 -0.337 0.849 0.964 0.24
H -1.48149 -2.30976 1.31364 -1.478 -0.214 1.432 0.23
H 1.11011 -2.42862 1.84722 -0.756 0.472 -0.500 0.23
H -1.62257 3.80230 0.58518 -1.052 0.361 0.678 0.22
H -0.23563 3.85954 -0.44893 -0.625 -0.595 0.098 0.21
H 1.00551 3.74008 1.64384 -0.690 -0.231 -0.827 0.22
H -0.13398 2.74839 2.36034 -0.408 -0.681 0.119 0.20
H -2.10207 1.47932 -0.25394 -1.606 -0.124 0.570 0.21
H -0.91103 1.69515 -1.40680 0.200 0.581 0.986 0.25
H 1.47122 1.96138 -0.22482 -0.633 0.294 1.625 0.21
H 1.83535 1.15841 1.22711 0.330 -0.035 1.495 0.23
H -0.74112 0.36190 1.29367 0.912 0.667 -0.788 0.25
H -2.65940 -0.76381 -0.39807 -0.441 1.303 0.759 0.46
H 3.00372 -1.58136 0.49211 0.886 0.435 1.898 0.47

***

[6]
28
Properties=species:S:1:pos:R:3:forces:R:3:nbo_charge:R:1 method="wB97M-V/def2-TZVPD" lumo_energy_ev=0.88 multiplicity=1 orbital_gap_ha=0.33112 homo_ev=-8.1 smiles=CC(C)(C)P1COc2ccccc21 charge=0
C 3.35245 -0.80138 0.40044 1.004 -1.802 0.071 -0.19
C 2.69736 -1.59775 -0.51818 0.501 -0.763 0.188 -0.26
C 2.95315 0.40325 0.79715 -0.061 3.924 1.415 -0.26
C 1.62886 -1.12205 -1.17869 -2.177 0.071 -2.030 -0.17
C 1.79085 0.84709 0.16095 -0.504 0.891 -0.057 0.31
C 1.14334 0.12927 -0.81760 -1.099 -0.264 -0.385 -0.43
C 0.15719 2.39883 -0.38564 -2.129 0.282 0.599 -0.33
C -1.32730 0.29060 1.48525 0.746 -2.174 -1.806 -0.63
C -3.01158 0.39956 -0.36087 -2.043 -1.290 -1.857 -0.64
C -1.66784 -1.65887 -0.16792 3.096 -1.180 -3.306 -0.65
C -1.73153 -0.19477 0.10723 1.130 2.307 -1.743 -0.18
O 1.20130 2.02566 0.47199 0.808 0.600 0.965 -0.50
P -0.53738 0.78355 -1.24924 0.869 0.011 0.981 0.69
H 4.22969 -1.20405 0.80906 1.150 -0.541 0.704 0.21
H 2.98121 -2.61700 -0.61897 0.580 -0.568 -0.401 0.22
H 3.53417 1.11163 1.55065 -1.380 -1.797 -1.700 0.24
H 1.08913 -1.65195 -2.03043 0.874 0.374 1.411 0.22
H -0.53884 3.09163 0.22052 0.667 -1.489 -0.777 0.21
H 0.50005 3.07707 -1.16335 0.396 -0.263 -0.442 0.20
H -0.28573 -0.06340 1.46341 -0.124 0.454 1.343 0.22
H -1.43507 1.33882 1.47295 0.070 1.175 0.599 0.21
H -1.97188 -0.22286 2.17321 -0.022 -0.041 0.921 0.21
H -3.28626 -0.30109 -1.31393 -0.084 2.111 2.154 0.21
H -2.98021 1.47123 -0.69961 -0.032 -0.935 0.477 0.22
H -3.74276 0.27693 0.47305 -0.065 0.158 -0.868 0.21
H -1.96019 -1.91305 -1.28839 0.435 0.793 2.039 0.21
H -0.51449 -1.94884 -0.18499 -2.406 0.049 0.605 0.23
H -2.26765 -2.34806 0.39195 -0.200 -0.093 0.899 0.23

***

[7]
27
Properties=species:S:1:pos:R:3:forces:R:3:nbo_charge:R:1 method="wB97M-V/def2-TZVPD" lumo_energy_ev=1.01 multiplicity=1 orbital_gap_ha=0.34852 homo_ev=-8.5 charge=0
C -2.38733 0.55394 -0.51081 1.491 -0.612 0.897 -0.26
C -1.87889 -0.10315 -1.51580 4.226 -0.602 0.230 -0.15
C -0.92446 2.14509 0.96231 0.399 -3.025 1.897 -0.39
C 0.47284 1.51768 1.07355 2.961 1.576 2.441 -0.38
C -1.49543 0.72023 0.75098 -1.118 -1.088 -1.731 -0.22
C 0.22285 -0.16225 -0.95765 -3.330 1.627 -0.838 0.10
C -0.07246 0.30292 0.42617 0.611 -1.562 -0.111 -0.12
C 0.52438 -1.08368 0.15842 1.927 0.083 -0.014 -0.09
C 1.17526 0.65780 -1.85777 0.912 -3.965 2.426 -0.64
C -0.23417 -2.31012 0.49568 -4.033 1.633 -0.456 -0.58
C 2.02428 -1.42856 0.44636 -0.355 -0.798 0.802 -0.61
H -3.36489 0.94576 -0.51009 -1.267 0.281 0.139 0.21
H -2.14384 -0.51923 -2.47968 -0.271 0.418 0.185 0.21
H -1.39140 2.59050 1.77203 -0.265 1.544 1.598 0.21
H -0.83971 2.70094 0.13514 -0.943 2.155 -3.275 0.21
H 1.42092 2.00984 0.55291 -2.128 -0.642 1.102 0.20
H 0.69652 1.48156 2.22913 0.052 -0.592 -2.166 0.20
H -1.96584 0.08689 1.57297 0.533 1.478 -0.420 0.22
H 1.56525 -0.02008 -2.59220 0.544 -0.185 -0.550 0.21
H 1.99964 1.08047 -1.27023 -0.201 -0.030 -0.164 0.21
H 0.62631 1.35051 -2.32645 -1.870 2.896 -1.653 0.22
H 0.31804 -2.93515 1.06615 1.679 -1.729 2.231 0.20
H -0.45614 -2.93769 -0.34905 -0.639 0.068 -0.691 0.22
H -1.18501 -2.03772 1.10084 1.238 -0.694 -1.230 0.20
H 1.97644 -2.15197 1.34537 0.763 1.091 -1.612 0.21
H 2.69764 -0.64434 0.68956 0.074 1.379 0.781 0.21
H 2.61919 -1.81019 -0.40785 -0.989 -0.706 0.183 0.22

***

[8]
36
Properties=species:S:1:pos:R:3:forces:R:3:lowdin_spin:R:1 method="wB97M-V/def2-TZVPD" lumo_energy_ev="0.71 / 0.64" multiplicity=4 orbital_gap_ha="0.25364 / 0.32981" homo_ev="-6.2 / -8.3" charge=0
H 2.86529 -1.06848 2.28239 0.098 0.191 0.080 0.00
N 0.89044 -0.76989 1.55486 -0.551 -3.598 2.712 0.00
B -1.56453 -1.02099 0.85109 -0.521 0.591 0.389 0.01
N -0.34582 -1.41406 1.78099 1.943 0.700 -0.435 0.04
C -0.13562 -2.36140 2.70252 0.760 0.024 0.249 0.04
V 0.80364 0.61313 0.34009 2.548 0.925 -4.256 2.57
H -0.92581 -2.95681 3.10672 -0.356 -0.199 -0.085 0.00
C 1.21447 -2.37921 3.07104 -0.435 0.338 -0.410 0.01
H 1.70301 -3.03088 3.75355 0.028 -0.372 0.430 0.00
C 1.83694 -1.36611 2.34293 -2.434 0.096 -1.014 0.05
H -2.53536 -1.60075 1.22981 -0.081 -0.227 -0.054 0.00
C 2.30191 1.70713 -3.58896 0.081 0.534 -0.289 0.00
H 2.54063 2.77748 -3.74825 0.016 -0.573 0.324 0.00
H 1.57272 1.62396 -2.75524 0.537 -0.146 -0.615 0.00
H 1.90138 1.36514 -4.54702 -0.330 -0.108 0.272 0.00
N -1.28590 -1.32040 -0.66193 -0.037 -0.432 -0.347 0.01
N -1.87372 0.53648 1.00457 1.986 0.918 -0.465 0.04
N -0.21871 -0.71883 -1.25277 0.086 -1.093 -1.520 0.02
N -0.81968 1.45983 0.69590 -4.944 0.921 1.075 -0.01
C -1.84865 -2.24537 -1.50268 0.698 0.299 0.092 0.01
C -2.99718 1.23115 1.20430 0.001 0.391 0.082 0.05
H -2.71875 -2.86224 -1.26522 0.444 0.485 0.246 0.00
H -3.91186 0.75450 1.55093 0.298 0.029 -0.329 0.00
C -1.08954 -2.27057 -2.66922 -0.132 -0.165 0.077 0.00
C -2.74209 2.58855 1.00172 -0.265 -0.446 0.239 0.01
C -0.08175 -1.31417 -2.49809 -0.708 0.334 2.027 0.01
C -1.39066 2.69751 0.70366 0.215 -1.766 -0.117 0.05
H -1.21482 -2.94817 -3.52090 -0.033 0.505 0.466 0.00
H -3.45501 3.38320 1.07928 -0.126 0.168 0.060 0.00
H 0.72045 -1.11805 -3.19544 -0.009 0.437 0.329 0.00
H -0.80569 3.56213 0.44754 0.087 0.016 0.118 0.00
H 3.22711 1.13494 -3.43321 -0.322 0.273 0.329 0.00
Cl 1.93328 2.98497 0.19045 0.076 0.742 -0.402 0.03
C 2.43254 1.51902 1.06749 1.792 -0.467 1.199 0.01
H 3.33107 1.11702 0.54563 -0.264 0.384 0.309 0.00
H 2.68627 1.71025 2.13147 -0.147 0.290 -0.769 0.01